(1)
{
  "formula": "C2H5O3",
  "method": "the ωB97M-V functional and the def2-TZVPD basis",
  "species": ["O", "O", "O", "C", "C", "H", "H", "H", "H", "H"],
  "xyz": [[0.57, 1.84, 0.61], [1.65, -0.04, 1.21], [-0.32, -1.28, -0.10], [1.08, 1.07, 1.44], [-0.95, -0.75, -1.22], [1.05, 1.41, 2.50], [-1.65, -1.37, -1.76], [-1.59, 0.10, -0.90], [-0.22, -0.34, -1.99], [0.38, -0.65, 0.21]],
  "nbo_charge": [-0.7669, -0.8055, -0.7753, 0.6217, -0.2337, 0.0089, 0.1409, 0.1492, 0.1451, 0.5155],
  "largest_force_ha_per_bohr": 0.0422,
  "relative_energy_kcal_mol": 23.0,
  "e_tot_ha": -304.970838,
  "e_homo_ha": -0.166,
  "homo_lumo_gap_ev": 8.86,
  "multiplicity": 1,
  "charge": -1
}

***

(2)
{
  "formula": "C17H39OP3SSc",
  "method": "the ωB97M-V functional and the def2-TZVPD basis",
  "species": ["Sc", "S", "P", "P", "P", "O", "C", "C", "C", "C", "C", "C", "C", "C", "C", "C", "C", "C", "C", "C", "C", "C", "C", "H", "H", "H", "H", "H", "H", "H", "H", "H", "H", "H", "H", "H", "H", "H", "H", "H", "H", "H", "H", "H", "H", "H", "H", "H", "H", "H", "H", "H", "H", "H", "H", "H", "H", "H", "H", "H", "H", "H"],
  "xyz": [[-0.73, 0.62, 1.20], [-1.32, -3.27, -1.40], [-0.13, -1.67, 2.46], [2.11, 0.84, 1.20], [-0.38, 2.14, -0.92], [-1.04, 2.06, 2.78], [0.74, 1.58, -2.26], [-1.87, 2.60, -1.88], [-0.27, -2.23, -4.48], [-2.21, -0.70, -3.02], [3.12, -0.21, 0.10], [-0.78, -1.05, -5.01], [-1.40, -2.98, 2.68], [-1.74, -1.94, -2.47], [-1.00, -2.87, -3.38], [1.29, -2.74, 1.98], [-1.78, -0.30, -4.34], [0.26, 3.84, -0.61], [0.26, -1.38, 4.24], [2.94, 0.53, 2.80], [-2.36, -0.69, 0.37], [2.96, 2.43, 0.88], [-2.76, 0.53, 1.04], [-1.08, -3.69, 3.46], [-3.17, 1.33, 0.37], [-2.34, -2.51, 2.99], [2.25, -2.29, 2.24], [-0.44, -0.76, -6.00], [-1.30, 3.02, 2.70], [0.56, 2.18, -3.17], [-1.55, -3.76, -3.69], [-0.64, -1.02, 4.75], [-1.02, 1.89, 3.72], [2.43, 1.09, 3.59], [2.52, 3.22, 1.50], [-2.63, -1.68, 0.92], [4.18, 0.05, 0.26], [0.53, 0.52, -2.50], [2.86, -0.02, -0.95], [1.79, 1.67, -1.97], [1.05, -0.64, 4.36], [1.08, 4.08, -1.29], [-2.78, 2.29, -1.36], [2.91, 2.73, -0.18], [-1.57, -3.51, 1.74], [0.48, -2.84, -4.95], [-3.09, 0.36, 2.09], [2.97, -1.27, 0.33], [0.58, -2.32, 4.73], [-0.55, 4.56, -0.76], [3.97, 0.90, 2.72], [4.01, 2.29, 1.17], [-2.82, -0.82, -0.66], [-2.18, 0.55, -4.92], [-0.20, -3.31, -2.61], [0.62, 3.94, 0.42], [-1.90, 3.69, -2.00], [-1.86, 2.13, -2.88], [2.96, -0.54, 3.07], [1.26, -2.89, 0.89], [-2.97, -0.05, -2.57], [1.20, -3.72, 2.47]],
  "nbo_charge": [1.5992, 0.3943, 0.7335, 0.7363, 0.7147, -0.9758, -0.9128, -0.9155, 0.0241, -0.2989, -0.9161, -0.2468, -0.9083, -0.0315, -0.5573, -0.9162, -0.0035, -0.9139, -0.9295, -0.9189, -0.7419, -0.9162, -0.7769, 0.2715, 0.2634, 0.2502, 0.2485, 0.2801, 0.5518, 0.2663, 0.3290, 0.2498, 0.5382, 0.2462, 0.2480, 0.2532, 0.2659, 0.2318, 0.2379, 0.2546, 0.2452, 0.2730, 0.2389, 0.2430, 0.2408, 0.2621, 0.2682, 0.2458, 0.2741, 0.2656, 0.2660, 0.2630, 0.2306, 0.2727, 0.3248, 0.2408, 0.2753, 0.2413, 0.2451, 0.2377, 0.2649, 0.2726],
  "largest_force_ha_per_bohr": 0.0924,
  "relative_energy_kcal_mol": 126.5,
  "e_tot_ha": -2928.177720,
  "e_homo_ha": [-0.638, -0.622],
  "homo_lumo_gap_ev": [6.32, 5.85],
  "multiplicity": 1,
  "charge": 3
}

***

(3)
{
  "formula": "C47H53BiBrF8N7S",
  "method": "the ωB97M-V functional and the def2-TZVPD basis",
  "species": ["Bi", "Br", "S", "F", "F", "F", "F", "F", "F", "F", "F", "N", "N", "N", "N", "N", "N", "N", "C", "C", "C", "C", "C", "C", "C", "C", "C", "C", "C", "C", "C", "C", "C", "C", "C", "C", "C", "C", "C", "C", "C", "C", "C", "C", "C", "C", "C", "C", "C", "C", "C", "C", "C", "C", "C", "C", "C", "C", "C", "C", "C", "C", "C", "C", "C", "H", "H", "H", "H", "H", "H", "H", "H", "H", "H", "H", "H", "H", "H", "H", "H", "H", "H", "H", "H", "H", "H", "H", "H", "H", "H", "H", "H", "H", "H", "H", "H", "H", "H", "H", "H", "H", "H", "H", "H", "H", "H", "H", "H", "H", "H", "H", "H", "H", "H", "H", "H", "H"],
  "xyz": [[-0.59, 0.90, -0.51], [-1.03, 3.26, -1.85], [0.05, 2.88, 2.63], [0.11, 5.26, 4.32], [-5.55, -0.15, -0.31], [1.90, 6.48, 4.35], [-3.63, 2.22, 0.17], [-4.69, 0.48, 1.57], [-3.89, 1.06, -1.68], [0.20, 7.07, 3.14], [-3.86, -1.21, 0.50], [-0.11, -1.48, 0.25], [1.52, 3.70, 0.59], [1.51, 1.13, 1.30], [-0.96, -0.28, -2.29], [1.38, 0.89, -1.81], [-3.28, 1.48, 4.13], [-1.96, -0.06, 2.67], [1.04, 0.36, 3.56], [4.96, 0.23, -2.50], [-4.19, 0.87, 5.08], [-1.79, -2.35, -1.41], [2.18, -0.02, 1.00], [1.43, -0.89, 3.22], [1.88, -1.25, 1.82], [2.42, 1.54, -6.14], [1.81, -4.46, 1.40], [-3.08, 1.45, -5.66], [-4.35, 0.02, 0.33], [2.45, 4.39, -0.05], [1.42, -2.04, 4.20], [3.03, 5.52, 0.50], [0.74, 0.65, 5.02], [5.84, 1.42, -2.09], [1.31, -5.43, 2.48], [-0.89, 0.28, -3.54], [0.90, 2.07, 5.57], [2.64, 0.50, -1.41], [-3.53, -2.32, -4.07], [3.37, 1.27, -4.97], [0.92, 5.98, 3.54], [0.79, -3.46, 0.91], [1.09, 4.06, 1.78], [2.75, 1.00, -3.61], [3.50, 0.57, -2.53], [-2.51, -1.32, -3.63], [-1.99, -5.57, 0.33], [0.01, -2.64, 4.32], [1.51, 5.29, 2.35], [2.90, -0.13, -0.16], [-2.57, 0.65, 3.35], [0.18, 1.04, -3.94], [1.00, 1.34, 2.47], [-1.94, -0.33, -4.36], [-0.28, -3.74, 0.04], [-2.88, -3.56, -4.69], [-3.36, 0.96, -0.40], [-3.71, 2.76, 3.56], [-1.83, -1.35, -2.33], [-2.29, 0.13, -5.74], [-0.80, -2.50, -0.36], [1.40, 1.10, -3.15], [-0.75, -5.09, -0.43], [0.85, -2.06, 1.02], [2.51, 6.00, 1.68], [5.28, -0.13, -3.49], [-2.32, -3.29, -5.58], [-3.99, 1.31, -5.08], [-0.36, -2.95, 3.34], [-1.38, 0.29, -6.32], [2.09, -6.15, 2.75], [-4.67, 2.66, 3.04], [-2.88, -0.63, -6.25], [2.16, -5.05, 0.55], [2.77, -1.88, 1.92], [1.02, -4.89, 3.39], [0.44, -5.99, 2.13], [5.72, 2.24, -2.81], [-5.18, 0.70, 4.66], [6.90, 1.15, -2.04], [-2.48, 2.21, -5.15], [3.65, -0.92, -0.18], [1.79, 2.41, -5.94], [-2.77, -4.81, 0.28], [5.13, -0.59, -1.80], [2.85, 6.94, 2.10], [0.00, -3.51, 4.99], [1.75, -1.73, 5.19], [-4.28, 1.52, 5.96], [-3.63, -4.31, -4.97], [2.68, -3.93, 1.79], [0.08, 2.73, 5.30], [-4.21, -1.86, -4.79], [5.52, 1.79, -1.11], [4.01, 0.43, -5.23], [-2.19, -4.02, -3.98], [-1.75, -5.72, 1.39], [2.71, 4.02, -1.04], [-2.96, 3.11, 2.86], [1.82, 2.54, 5.22], [0.06, -5.82, -0.31], [0.17, 1.44, -4.94], [-2.38, -6.51, -0.08], [-0.98, -5.04, -1.50], [0.94, 2.02, 6.67], [-4.13, -2.61, -3.20], [2.11, -2.81, 3.85], [3.84, 6.04, -0.01], [-2.45, -3.19, -1.57], [1.77, 0.68, -6.32], [-3.34, 1.82, -6.66], [1.42, 0.03, 5.60], [3.00, 1.73, -7.05], [-3.81, 3.48, 4.37], [-0.69, -1.89, 4.70], [4.03, 2.14, -4.87], [-3.78, -0.09, 5.40], [-0.27, 0.30, 5.26]],
  "mulliken_charge": [2.2217, -0.7164, -0.0660, -0.1890, -0.3542, -0.3115, -0.3047, -0.2869, -0.2674, -0.2877, -0.1886, 1.0833, 0.0486, -0.3352, -0.0328, 1.1830, 0.2750, -0.2331, 0.7340, -1.2098, -1.0428, -0.8306, -1.5979, -0.7803, 0.6540, -1.6894, -1.6315, -1.1714, 0.2998, -0.2427, -1.2330, -1.0444, -0.2706, -1.1474, -1.0805, 0.7924, -1.6721, -0.3866, -1.4481, 0.3972, 0.7261, 0.4440, 0.0228, 0.2769, 0.4080, 0.5435, -1.2800, -1.0782, 0.3873, -0.9088, 0.1836, -1.5108, 1.4913, 0.1722, 1.1437, -1.1009, -0.1552, -0.8906, -0.1284, -1.0552, -0.3084, -0.2437, -1.0709, -0.6590, -0.7440, 0.3410, 0.2869, 0.2841, 0.1532, 0.2655, 0.4456, 0.2807, 0.4205, 0.4909, 0.8369, 0.0927, 0.2047, 0.2427, 0.3030, 0.4316, 0.2537, 0.0417, 0.3307, 0.2863, 0.3380, 0.4203, 0.3932, 0.5520, 0.3215, 0.4025, 0.3899, 0.3461, 0.5407, 0.2452, 0.2579, 0.1676, 0.3040, 0.4796, 0.1693, 0.2777, 0.4269, 0.3163, 0.3574, 0.2772, 0.5412, 0.3972, 0.4069, 0.4062, 0.5283, 0.3283, 0.4174, 0.0812, 0.4713, 0.3726, 0.2315, 0.1845, 0.3264, 0.0294],
  "largest_force_ha_per_bohr": 0.0147,
  "e_tot_ha": -6191.832482,
  "e_homo_ha": -0.010,
  "homo_lumo_gap_ev": 4.38,
  "multiplicity": 1,
  "charge": -2
}

***

(4)
{
  "formula": "C61H51AsMnN3OP2S",
  "method": "the ωB97M-V functional and the def2-TZVPD basis",
  "species": ["As", "Mn", "S", "P", "P", "O", "N", "N", "N", "C", "C", "C", "C", "C", "C", "C", "C", "C", "C", "C", "C", "C", "C", "C", "C", "C", "C", "C", "C", "C", "C", "C", "C", "C", "C", "C", "C", "C", "C", "C", "C", "C", "C", "C", "C", "C", "C", "C", "C", "C", "C", "C", "C", "C", "C", "C", "C", "C", "C", "C", "C", "C", "C", "C", "C", "C", "C", "C", "C", "C", "H", "H", "H", "H", "H", "H", "H", "H", "H", "H", "H", "H", "H", "H", "H", "H", "H", "H", "H", "H", "H", "H", "H", "H", "H", "H", "H", "H", "H", "H", "H", "H", "H", "H", "H", "H", "H", "H", "H", "H", "H", "H", "H", "H", "H", "H", "H", "H", "H", "H", "H"],
  "xyz": [[0.88, 2.35, -1.75], [0.52, -0.63, -0.75], [2.34, -0.48, -2.11], [1.61, -0.89, 1.40], [-1.69, -0.38, -1.92], [-1.37, -1.06, 1.00], [0.37, -5.48, -1.13], [0.44, -2.71, -1.02], [-1.82, -5.47, -0.40], [-0.65, -3.38, -0.69], [2.22, 1.94, 0.89], [4.98, 3.25, -2.29], [-2.23, 1.30, -2.40], [3.85, -2.33, 2.62], [-0.69, -4.78, -0.75], [3.32, 1.00, -2.15], [3.88, -4.74, 2.75], [-1.55, -3.13, -4.98], [5.52, 1.98, -2.38], [-2.97, 2.10, -1.55], [2.06, -3.60, 1.68], [-1.25, -2.39, -3.84], [-1.81, 1.82, -3.63], [-1.98, -1.60, 3.30], [4.46, -3.51, 3.03], [-3.46, -1.74, -5.38], [2.48, 0.70, 1.84], [-4.31, -0.94, -1.16], [-4.25, -0.72, 3.84], [3.99, 0.51, 1.77], [0.32, -1.19, 2.66], [4.93, 1.40, 2.07], [0.38, 6.31, -2.99], [-3.28, 3.42, -1.90], [-5.33, -1.27, -0.28], [-3.71, -1.45, 1.52], [3.60, 3.44, 2.51], [3.61, 3.40, -2.13], [-0.51, 1.70, 2.23], [4.70, 0.86, -2.30], [-0.01, 7.00, -1.85], [-3.17, -1.00, -4.25], [0.58, 4.28, -1.69], [-3.92, -3.16, 3.33], [2.67, -4.78, 2.08], [0.67, 4.95, -2.91], [-1.03, -1.30, 2.34], [-0.21, -1.69, 4.96], [-2.71, -1.12, 0.62], [0.41, 1.56, 3.19], [-2.07, -1.33, -3.45], [0.18, 4.98, -0.56], [-3.46, -1.73, 2.99], [-2.14, 3.11, -3.99], [-2.99, -0.86, -0.73], [-2.87, 3.92, -3.12], [4.75, 2.79, 2.51], [1.52, -3.41, -1.41], [1.91, 1.58, 3.01], [1.46, -4.79, -1.45], [0.91, 1.94, 0.17], [-5.01, -1.52, 1.04], [-0.28, 1.81, 0.78], [2.65, -2.35, 1.91], [-0.11, 6.34, -0.64], [0.72, -1.40, 3.98], [-2.66, -2.82, -5.74], [2.78, 2.29, -2.06], [-1.54, -1.79, 4.61], [2.26, 2.84, 2.16], [-3.78, -0.14, -4.02], [-4.98, -3.30, 3.10], [4.37, -5.65, 3.06], [-3.35, -3.90, 2.76], [-5.32, -0.81, 3.66], [-1.52, -2.82, -0.41], [-3.95, 0.30, 3.60], [4.32, -0.40, 1.29], [-0.23, 8.06, -1.92], [2.41, -2.86, -1.67], [-3.11, 4.94, -3.40], [-4.31, -1.47, -5.99], [-3.32, 1.72, -0.59], [5.65, 3.33, 2.80], [-1.22, 1.21, -4.30], [4.31, -1.40, 2.90], [-0.42, 6.88, 0.25], [-4.08, -0.88, 4.90], [-5.81, -1.78, 1.73], [-2.89, -3.40, -6.63], [5.12, -0.13, -2.37], [0.06, 1.48, 4.21], [-0.90, -3.94, -5.27], [-6.35, -1.33, -0.63], [3.18, 4.40, -2.05], [3.04, 2.10, 0.21], [1.08, -3.65, 1.22], [-2.27, -2.04, 5.37], [-3.85, 4.04, -1.22], [5.39, -3.46, 3.59], [-2.69, -4.99, -0.29], [5.96, 1.09, 1.88], [-4.54, -0.74, -2.19], [1.49, 3.61, 2.18], [6.59, 1.85, -2.50], [-3.78, -3.38, 4.39], [-1.81, 3.50, -4.95], [0.09, 4.47, 0.39], [0.47, 6.82, -3.94], [3.59, 4.48, 2.82], [-1.55, 1.70, 2.54], [5.61, 4.13, -2.34], [0.96, 4.41, -3.81], [0.10, -1.85, 5.98], [-1.17, 1.86, 0.17], [-1.83, -6.46, -0.57], [2.33, -5.36, -1.76], [2.18, -5.72, 1.88], [1.77, -1.34, 4.23], [2.43, 1.48, 3.96], [-0.35, -2.61, -3.29]],
  "mulliken_charge": [1.5987, 1.0789, -0.6408, 1.1037, 1.8635, 0.9745, -0.6486, 1.7814, -0.4018, 0.2421, -0.3216, -0.8978, 0.5212, -0.5377, 0.3586, 0.9866, -0.8114, -0.9607, -0.6960, -0.7045, -0.8818, -0.6264, -0.4434, 0.8220, -0.8774, -1.0466, 2.0558, -0.0163, -1.7135, -1.7984, -0.5028, -0.9678, -0.8174, -0.7681, -1.9776, 0.5657, -1.3904, -0.5589, -1.0838, -0.6988, -0.6169, -0.2488, 0.4601, -1.7650, -0.8289, -0.4669, -0.7452, -1.8594, -0.4366, -1.4783, 1.0766, -0.2735, 1.4592, -0.8374, -0.1398, -0.6197, -0.9288, -0.5229, 0.2062, -1.0380, -0.8485, -0.4621, 1.0744, 1.2626, -0.7780, -0.1424, -0.6547, -1.1750, -0.2387, 0.2781, 0.3299, 0.3802, 0.4067, 0.3566, 0.4046, -0.8613, 0.3050, 0.9699, 0.4090, 0.4652, 0.4701, 0.4389, 0.2914, 0.4410, 0.4589, 0.7555, 0.4308, 0.4328, 0.4466, 0.4142, 0.4896, 0.3728, 0.4997, 0.4303, 0.4905, 0.6130, 0.4447, 0.4618, 0.4683, 0.4625, 0.1860, 0.4303, 0.3614, 0.6602, 0.3924, 0.4173, 0.4196, 0.3089, 0.4424, 0.4652, 0.7469, 0.4430, 0.5065, 0.4387, -0.4612, 0.2733, 0.5118, 0.5078, 0.6118, 0.6714, 0.3128],
  "largest_force_ha_per_bohr": 0.0169,
  "e_tot_ha": -7062.033777,
  "e_homo_ha": [-0.349, -0.354],
  "homo_lumo_gap_ev": [7.19, 7.28],
  "multiplicity": 2,
  "s_squared": 1.175,
  "charge": 1
}